[1]
{"formula": "C34H52AlF3N3O13S2", "method": "ωB97M-V/def2-TZVPD", "lumo_energy_ev": 1.659, "orbital_gap_ev": 7.127, "homo_ev": -5.468, "total_charge": -1, "e_tot_ha": -3806.79911, "symbols": ["C", "C", "O", "O", "C", "C", "C", "Al", "C", "O", "N", "O", "O", "C", "C", "C", "N", "C", "O", "C", "C", "C", "C", "C", "C", "C", "C", "C", "C", "C", "C", "C", "O", "C", "C", "F", "F", "F", "N", "C", "O", "O", "H", "H", "H", "H", "H", "H", "H", "H", "H", "H", "H", "H", "H", "H", "H", "H", "H", "H", "H", "H", "H", "H", "H", "H", "H", "H", "H", "H", "H", "H", "H", "H", "H", "H", "H", "H", "C", "C", "C", "S", "O", "O", "C", "H", "H", "H", "H", "H", "H", "H", "H", "C", "C", "C", "S", "O", "O", "C", "H", "H", "H", "H", "H", "H", "H", "H"], "positions_angstrom": [[-4.26133, 7.95434, 1.40906], [-4.75961, 7.62623, -0.13769], [-5.91372, 8.04675, -0.66862], [-3.87565, 6.77237, -0.94669], [-2.86706, 7.54947, -1.68421], [-1.93962, 6.47692, -2.56494], [-2.18882, 4.96280, -1.98305], [-0.92866, 3.53237, -2.80788], [-1.91953, 2.23361, -4.04841], [-2.68875, 1.27001, -3.19288], [-3.34183, 1.92702, -2.21613], [-3.30674, 1.33001, -1.15207], [-0.35711, 2.34899, -1.41028], [1.02669, 1.91109, -1.79067], [1.19705, 0.77314, -2.95842], [0.26273, -0.56989, -2.75089], [-0.72570, -0.67880, -1.80268], [1.54300, 1.30218, -0.32399], [0.53208, 1.59785, 0.74516], [1.13361, 1.26242, 2.06265], [2.29699, 2.32874, 2.61674], [3.11609, 2.11239, 4.02777], [4.25315, 3.21911, 4.45541], [2.73089, 0.75585, 4.90017], [1.53573, -0.28709, 4.37343], [0.70187, -0.07987, 2.95813], [-0.46771, -1.12388, 2.47329], [0.01041, -2.19575, 1.32230], [-0.98887, -2.04641, 3.76440], [1.90181, 3.18763, -2.42481], [2.54718, 4.25691, -1.36020], [3.16811, 5.62330, -2.07207], [3.37330, 6.68800, -1.07732], [4.57519, 6.43915, -0.24870], [4.13485, 5.89313, 1.26011], [4.76390, 6.74158, 2.32949], [4.70540, 4.53124, 1.43327], [2.65763, 5.96217, 1.49126], [2.87584, 2.90133, -3.54753], [4.11187, 2.51693, -3.07884], [5.29399, 1.98649, -2.74501], [0.86435, 3.99652, -3.14715], [-4.78826, 8.94864, 1.73898], [-3.09029, 8.00463, 1.38034], [-4.53840, 7.02040, 2.07806], [-3.31284, 8.31967, -2.45211], [-2.17289, 8.09041, -0.89551], [-0.79368, 6.80515, -2.52103], [-2.24920, 6.50220, -3.71225], [-3.29071, 4.57302, -2.22491], [-1.97025, 4.95368, -0.82041], [-1.20077, 1.54089, -4.70181], [-2.70812, 2.72240, -4.76432], [0.83834, 1.27486, -3.97360], [2.31922, 0.37243, -3.03144], [0.53066, -1.49371, -3.45803], [-1.11739, -1.64203, -1.89703], [1.63097, 0.13301, -0.42013], [2.59686, 1.75801, -0.09846], [2.53104, 3.27699, 1.95437], [5.13890, 3.30875, 3.67008], [4.75694, 3.02547, 5.49587], [3.73891, 4.29246, 4.51894], [3.34179, 0.57444, 5.89883], [1.33342, -1.22310, 5.07418], [-1.44684, -0.54721, 2.10937], [-0.09417, -3.32244, 1.70246], [-0.76823, -2.10213, 0.43385], [1.12632, -2.05020, 0.98240], [-1.06052, -1.34225, 4.71058], [-2.04117, -2.52813, 3.59120], [-0.14997, -2.87692, 3.91342], [1.70279, 4.62045, -0.63190], [3.39367, 3.78801, -0.67895], [4.21470, 5.39171, -2.59788], [2.48168, 6.05350, -2.92979], [5.22306, 7.40446, -0.09153], [5.28297, 5.59032, -0.69942], [-3.82673, -6.19126, -0.15323], [-4.14536, -4.91251, 0.62000], [-2.81581, -4.27630, 1.02201], [-1.62651, -4.78255, -0.21125], [-0.63959, -5.63184, 0.42186], [-1.25981, -3.63640, -1.01892], [-2.73967, -5.81183, -1.14776], [-4.71089, -6.59181, -0.65766], [-3.45369, -6.95738, 0.53694], [-4.70287, -4.22442, -0.02702], [-4.76764, -5.11456, 1.49740], [-2.88044, -3.18539, 1.03806], [-2.47388, -4.64366, 1.99351], [-2.20381, -6.67407, -1.54822], [-3.14646, -5.20808, -1.96449], [0.79076, -11.22689, 0.81778], [1.32654, -9.80831, 1.00530], [0.90053, -8.99225, -0.21397], [-0.60786, -9.73906, -0.81288], [-0.35408, -10.30408, -2.12150], [-1.71789, -8.84308, -0.55696], [-0.65604, -11.06620, 0.37539], [0.86696, -11.81465, 1.73722], [1.36711, -11.73977, 0.03854], [0.89148, -9.37106, 1.91220], [2.41431, -9.79923, 1.12601], [0.71009, -7.94822, 0.04729], [1.64581, -9.04662, -1.01226], [-1.06676, -11.96601, -0.08573], [-1.28937, -10.74669, 1.20837]], "forces_ev_per_angstrom": [[-0.087, -0.753, -1.368], [-4.062, 1.214, -2.823], [7.151, -2.505, 3.575], [-1.498, 3.008, 1.338], [1.702, 0.208, -0.845], [-0.542, -0.351, 0.262], [0.204, 0.357, -0.298], [1.173, -0.612, 2.035], [-0.364, -0.242, -2.117], [0.852, -0.168, -0.390], [0.407, -0.743, 2.873], [-0.627, 0.982, -2.838], [2.944, 0.286, -3.349], [-0.975, -0.564, 1.706], [-1.404, -1.046, 0.116], [-2.040, -0.126, 2.472], [4.173, -0.211, -4.148], [0.604, -0.456, -1.215], [3.160, -1.389, 2.423], [1.769, 0.110, 2.214], [-0.702, -2.901, 2.082], [-2.850, -2.746, -1.633], [-0.295, 0.370, -0.162], [-1.621, 1.220, -3.469], [1.219, 2.900, -1.676], [2.761, 2.484, 1.134], [-0.549, -0.552, 0.883], [-0.793, -0.114, -0.274], [0.988, 0.798, 0.118], [-3.064, 3.407, 0.138], [0.085, 0.525, 0.476], [0.166, -1.107, -1.144], [2.408, -1.296, 0.586], [-0.307, -0.587, 0.217], [0.064, 0.429, 0.958], [-2.001, -2.762, -3.024], [-2.258, 3.968, 0.000], [5.186, -0.757, -0.441], [7.719, -2.579, 3.925], [1.124, -2.160, -0.321], [-8.763, 4.247, -2.629], [0.651, -1.623, 1.089], [1.146, -2.141, -0.545], [-2.328, 0.126, 0.119], [0.382, 2.045, -1.387], [0.433, -1.357, 1.841], [-1.376, -0.895, -1.587], [-2.519, -0.721, 0.082], [0.503, 0.100, 2.444], [2.339, 1.188, 0.804], [-0.672, -0.024, -2.299], [-1.794, 1.332, 1.394], [1.428, -0.898, 0.985], [1.097, -1.162, 1.989], [-2.428, 1.065, 0.068], [-0.541, 2.023, 1.339], [0.381, 0.817, 0.006], [-0.130, 2.252, 0.248], [-1.955, -0.862, 0.035], [-0.613, -2.204, 1.473], [-2.085, -0.380, 1.519], [-1.214, 0.063, -1.947], [1.069, -2.360, -0.194], [-1.604, 0.229, -2.308], [0.370, 2.236, -1.795], [2.544, -0.896, 0.574], [0.356, 2.475, -0.542], [2.267, 0.010, 1.762], [-2.370, -0.112, 0.515], [0.114, -1.606, -1.796], [2.095, 0.850, 0.089], [-2.010, 1.668, -0.016], [1.453, -0.841, -1.500], [-1.547, 0.732, -1.438], [-2.132, 0.373, 1.161], [1.132, -0.970, 2.120], [-1.614, -1.727, -0.267], [-1.697, 1.801, 0.951], [-0.076, -0.230, 0.158], [-0.365, 0.068, -0.052], [-0.396, 0.314, 0.558], [-0.083, 0.222, -0.483], [0.102, 0.241, -0.200], [0.135, -0.859, 0.104], [-0.276, -0.373, -0.331], [0.152, 0.028, 0.054], [-0.006, 0.040, -0.187], [0.091, -0.079, 0.099], [0.101, 0.074, -0.117], [0.236, -0.172, -0.001], [0.094, 0.057, -0.198], [0.062, 0.168, 0.118], [0.131, 0.024, 0.133], [0.217, -0.184, 0.018], [0.144, 0.034, 0.317], [0.536, 0.439, 0.164], [-0.112, 0.212, -0.018], [-0.329, 0.265, 0.277], [0.165, -0.366, -0.457], [-0.067, -0.484, 0.343], [-0.022, 0.052, -0.145], [-0.112, 0.021, 0.092], [0.060, -0.053, -0.139], [-0.183, 0.039, -0.019], [-0.125, -0.093, -0.222], [-0.239, -0.028, 0.018], [-0.059, 0.219, -0.070], [0.042, 0.013, -0.165]], "lowdin_charge": [-0.02, -0.30, -0.03, -0.16, -0.20, -0.23, -0.23, 0.30, -0.17, -0.21, -0.09, 0.01, -0.18, -0.31, -0.11, -0.16, 0.10, -0.08, -0.15, -0.07, 0.05, -0.19, -0.14, -0.05, -0.03, -0.05, -0.33, -0.10, -0.14, -0.40, -0.07, -0.17, -0.19, -0.07, -0.19, -0.03, -0.02, 0.01, 0.15, -0.08, -0.02, -0.20, 0.09, 0.08, 0.10, 0.13, 0.12, 0.11, 0.11, 0.08, 0.09, 0.08, 0.07, 0.11, 0.13, 0.11, 0.01, 0.13, 0.12, 0.08, 0.08, 0.07, 0.09, 0.07, 0.08, 0.15, 0.07, 0.05, 0.10, 0.08, 0.07, 0.09, 0.15, 0.11, 0.13, 0.14, 0.15, 0.15, -0.23, -0.22, -0.23, 0.67, -0.33, -0.35, -0.23, 0.12, 0.11, 0.12, 0.12, 0.10, 0.10, 0.09, 0.11, -0.23, -0.22, -0.22, 0.68, -0.32, -0.33, -0.24, 0.12, 0.12, 0.12, 0.12, 0.09, 0.11, 0.11, 0.11]}

[2]
{"formula": "C34H52N3OP2Pd", "method": "ωB97M-V/def2-TZVPD", "lumo_energy_ev": [-2.357, -3.846], "orbital_gap_ev": [6.191, 6.720], "homo_ev": [-8.548, -10.565], "total_charge": 1, "multiplicity": 3, "e_tot_ha": -2376.57652, "s2": 2.04, "symbols": ["C", "C", "C", "C", "C", "H", "H", "H", "N", "P", "P", "C", "H", "H", "C", "H", "C", "C", "C", "C", "C", "H", "H", "H", "C", "H", "H", "H", "C", "H", "H", "H", "C", "H", "H", "H", "C", "H", "H", "H", "C", "H", "H", "H", "C", "H", "H", "H", "C", "H", "H", "H", "C", "H", "H", "H", "C", "H", "H", "H", "C", "H", "H", "H", "C", "H", "H", "H", "Pd", "C", "O", "N", "C", "C", "C", "C", "C", "H", "C", "H", "C", "H", "H", "H", "C", "C", "C", "N", "H", "H", "H", "H", "H"], "positions_angstrom": [[1.76620, 0.23438, -2.60626], [0.41743, -1.68665, -2.33320], [2.30333, -0.31931, -3.77929], [1.16325, -2.38102, -3.33138], [2.07013, -1.66530, -4.08680], [2.92549, 0.32444, -4.38048], [0.90827, -3.42851, -3.52606], [2.59654, -2.12865, -4.91526], [0.81562, -0.41723, -1.94521], [1.72001, 1.95534, -0.36910], [-1.82089, -1.25235, -0.70737], [2.27648, 1.59142, -2.09163], [3.37103, 1.57979, -2.15561], [1.96601, 2.38480, -2.78437], [-0.72590, -2.26868, -1.73443], [-0.63112, -3.34544, -1.56171], [-2.61712, -2.12321, 0.87204], [-3.05562, -1.30236, -2.13362], [3.27632, 1.41776, 0.58866], [1.53091, 3.83190, -0.18426], [-2.25724, -1.35668, 2.15158], [-2.33914, -0.27417, 2.01646], [-2.96392, -1.63171, 2.94709], [-1.25451, -1.57835, 2.50856], [-4.15210, -2.12570, 0.86301], [-4.53391, -1.09962, 0.80245], [-4.59869, -2.75131, 0.08271], [-4.51904, -2.51430, 1.82739], [-2.07981, -3.55071, 0.89808], [-2.31593, -4.01625, 1.86286], [-2.52634, -4.18237, 0.12174], [-0.99142, -3.57959, 0.79447], [-4.31902, -0.49887, -1.84149], [-4.08820, 0.56434, -1.71646], [-4.97313, -0.62930, -2.71237], [-4.87352, -0.83685, -0.96900], [-2.41330, -0.64576, -3.36901], [-2.11040, 0.38739, -3.15190], [-1.54504, -1.19974, -3.73411], [-3.16684, -0.62725, -4.16981], [-3.35714, -2.80435, -2.39753], [-2.60764, -3.49997, -1.99253], [-4.32635, -3.12224, -1.98939], [-3.34322, -2.97451, -3.48354], [1.46448, 4.13900, 1.31877], [1.39791, 5.22850, 1.44159], [0.56779, 3.69157, 1.76933], [2.34240, 3.79806, 1.87591], [0.19003, 4.24184, -0.80303], [0.15692, 4.04629, -1.88322], [-0.64269, 3.72110, -0.31715], [0.05591, 5.32303, -0.64386], [2.61578, 4.66776, -0.88133], [2.29816, 5.72041, -0.83873], [3.58969, 4.62119, -0.38977], [2.72692, 4.39484, -1.93823], [3.85479, 0.12473, -0.00046], [4.74372, -0.14120, 0.58741], [3.13980, -0.69971, 0.06793], [4.19568, 0.23931, -1.03224], [2.85126, 1.12241, 2.03114], [2.31581, 0.17851, 2.06005], [3.73359, 1.01238, 2.67800], [2.17802, 1.87533, 2.44764], [4.39919, 2.47824, 0.57014], [4.56279, 2.89723, -0.43185], [4.23926, 3.28877, 1.29533], [5.33920, 1.98230, 0.86299], [-0.22259, 0.53112, -0.23071], [-1.80406, 1.68345, -0.33695], [-2.77168, 2.31525, -0.42148], [0.71920, -1.10411, 1.16076], [1.37713, -1.94856, 1.70180], [1.83429, -3.30591, 1.79734], [2.48290, -3.68799, 2.97538], [1.68792, -4.25206, 0.75595], [3.14286, -4.91101, 3.05142], [2.49456, -3.01262, 3.82687], [2.35413, -5.47481, 0.83055], [1.07875, -4.02153, -0.11563], [3.10495, -5.79320, 1.96361], [3.71248, -5.14759, 3.94638], [2.30013, -6.16548, -0.00847], [3.65141, -6.73686, 1.99328], [-4.33177, 4.61870, 2.37205], [-3.35788, 3.98766, 3.37048], [-2.37351, 3.12339, 2.71861], [-1.56432, 2.43184, 2.23749], [-3.78979, 5.13881, 1.57913], [-4.98785, 5.33828, 2.85908], [-4.95286, 3.84737, 1.91314], [-2.80302, 4.76603, 3.92031], [-3.89829, 3.37466, 4.10939]], "forces_ev_per_angstrom": [[-0.163, -0.169, -0.266], [1.228, 0.585, -0.330], [0.095, -0.189, 0.346], [-0.771, 0.126, 0.497], [0.108, 0.529, 0.002], [0.288, -0.205, -0.166], [0.230, 0.440, -0.034], [-0.117, 0.051, 0.066], [0.071, -0.777, -0.716], [0.606, 0.068, 0.477], [-0.805, -0.227, -0.045], [-0.237, -0.176, -0.568], [-0.225, 0.118, 0.020], [-0.204, -0.137, 0.127], [1.637, -0.812, 2.159], [-0.419, 0.179, -0.551], [0.066, -0.335, -0.676], [-0.257, -0.033, 0.510], [0.029, 0.497, 0.082], [0.204, -0.237, -0.223], [0.297, 0.212, 0.034], [0.075, -0.057, -0.005], [0.197, -0.060, -0.216], [0.013, 0.087, -0.058], [-0.279, -0.071, -0.017], [0.023, -0.307, 0.051], [0.123, 0.277, 0.060], [0.290, -0.040, -0.286], [-0.046, -0.301, 0.375], [-0.014, 0.031, -0.071], [0.087, 0.156, 0.056], [-0.094, 0.015, 0.037], [-0.357, -0.049, -0.224], [-0.109, -0.168, -0.111], [-0.049, 0.251, 0.125], [0.100, 0.063, -0.318], [-0.009, -0.033, -0.005], [-0.033, -0.187, -0.080], [-0.209, 0.152, -0.068], [0.192, 0.038, 0.171], [-0.215, -0.176, -0.355], [-0.417, 0.341, -0.145], [0.185, 0.219, -0.251], [-0.285, -0.045, 0.212], [-0.054, 0.139, 0.111], [-0.024, -0.157, -0.005], [0.247, 0.046, -0.094], [-0.194, 0.186, -0.185], [-0.187, -0.100, 0.062], [-0.040, 0.039, 0.175], [0.248, 0.247, -0.156], [0.008, -0.277, -0.105], [0.062, 0.233, 0.160], [0.067, -0.216, -0.110], [-0.257, -0.012, -0.161], [0.023, 0.078, 0.190], [0.021, -0.036, 0.061], [-0.216, -0.036, -0.034], [0.076, 0.058, -0.184], [-0.035, -0.115, 0.122], [0.048, -0.166, 0.222], [0.082, 0.262, 0.109], [-0.121, 0.178, -0.129], [0.233, -0.073, 0.034], [0.282, -0.223, 0.037], [0.012, -0.139, 0.300], [-0.041, -0.192, -0.386], [-0.251, 0.140, -0.024], [-0.675, 0.305, -0.307], [-2.116, 2.175, 0.193], [1.959, -1.600, -0.091], [3.043, -2.951, 2.961], [-4.158, 2.147, -3.933], [0.686, -0.787, 0.973], [0.421, -0.193, -0.059], [0.275, 0.418, -0.020], [-0.125, -0.151, -0.309], [0.143, -0.013, -0.203], [-0.195, 0.369, 0.248], [0.286, 0.134, 0.099], [0.024, 0.190, 0.195], [-0.177, -0.089, -0.164], [-0.062, 0.111, 0.229], [-0.149, 0.290, 0.069], [0.009, -0.084, -0.236], [-0.107, 0.184, 0.308], [1.653, -1.352, -0.686], [-1.635, 1.492, 1.285], [-0.057, -0.052, 0.068], [0.061, -0.063, 0.104], [0.046, 0.086, -0.022], [-0.177, -0.312, -0.148], [0.207, 0.237, -0.181]], "lowdin_charge": [-0.31, -0.34, 0.00, -0.01, -0.04, 0.12, 0.12, 0.12, 0.03, 1.07, 1.07, -0.26, 0.08, 0.09, -0.20, 0.08, -0.62, -0.67, -0.66, -0.68, -0.11, 0.05, 0.09, 0.05, -0.10, 0.08, 0.07, 0.10, -0.09, 0.10, 0.08, 0.04, -0.09, 0.07, 0.10, 0.05, -0.09, 0.08, 0.07, 0.10, -0.08, 0.05, 0.08, 0.09, -0.09, 0.10, 0.05, 0.06, -0.11, 0.09, 0.02, 0.10, -0.09, 0.09, 0.06, 0.08, -0.09, 0.10, 0.06, 0.07, -0.11, 0.02, 0.10, 0.06, -0.09, 0.07, 0.08, 0.09, 0.42, -0.29, 0.06, 0.15, -0.08, -0.22, -0.03, -0.02, -0.05, 0.12, -0.06, 0.09, -0.06, 0.11, 0.11, 0.11, -0.09, -0.22, -0.18, 0.15, 0.08, 0.08, 0.08, 0.12, 0.12]}

Which formula does entry 2 have?
C34H52N3OP2Pd